{"formula": "C23H28Cl3N6OSTi", "method": "ωB97M-V/def2-TZVPD", "species": ["Ti", "C", "N", "C", "C", "C", "C", "C", "C", "C", "C", "H", "H", "H", "H", "H", "H", "H", "H", "H", "H", "H", "H", "C", "C", "O", "N", "C", "C", "C", "C", "C", "C", "N", "H", "H", "H", "H", "H", "H", "H", "H", "H", "H", "C", "N", "C", "C", "N", "C", "S", "H", "H", "H", "H", "H", "H", "Cl", "C", "Cl", "Cl", "C", "N"], "xyz": [[0.16, 0.24, 0.55], [2.68, -0.54, 2.15], [2.09, 0.71, 1.62], [1.93, 1.67, 2.73], [3.01, 1.28, 0.61], [2.86, 0.56, -0.71], [3.88, 0.62, -1.66], [3.70, 0.01, -2.90], [2.51, -0.67, -3.17], [1.51, -0.71, -2.21], [1.65, -0.10, -0.96], [3.63, -0.33, 2.64], [2.85, -1.24, 1.34], [2.00, -0.99, 2.88], [2.91, 1.92, 3.16], [1.30, 1.24, 3.50], [1.46, 2.58, 2.35], [4.04, 1.25, 0.98], [2.73, 2.33, 0.48], [4.81, 1.13, -1.44], [4.49, 0.04, -3.64], [2.38, -1.15, -4.13], [0.58, -1.22, -2.46], [-3.26, 1.35, 1.84], [-2.11, 0.54, 2.32], [-0.91, 0.93, 2.13], [-2.34, -0.58, 2.97], [-1.24, -1.42, 3.42], [-0.77, -2.39, 2.37], [-1.04, -3.74, 2.53], [-0.63, -4.64, 1.57], [0.06, -4.17, 0.47], [0.29, -2.81, 0.37], [-0.12, -1.92, 1.29], [-2.95, 1.93, 0.97], [-3.56, 2.04, 2.63], [-4.10, 0.69, 1.60], [-3.24, -1.05, 2.76], [-1.59, -1.98, 4.29], [-0.43, -0.77, 3.74], [-1.60, -4.06, 3.40], [-0.85, -5.70, 1.68], [0.41, -4.83, -0.31], [0.82, -2.41, -0.48], [-2.47, 2.99, -2.33], [-1.12, 2.72, -2.79], [-0.72, 2.61, -4.10], [0.61, 2.37, -4.10], [1.00, 2.35, -2.77], [-0.06, 2.56, -1.97], [-0.08, 2.66, -0.26], [-2.50, 3.92, -1.77], [-2.81, 2.17, -1.69], [-3.12, 3.06, -3.20], [-1.41, 2.72, -4.92], [1.31, 2.21, -4.90], [1.91, 2.10, -2.42], [-4.15, -2.11, 1.16], [-3.67, -1.41, -1.54], [-3.63, -2.99, -2.12], [-5.01, -0.41, -1.83], [-2.51, -0.83, -1.05], [-1.54, -0.35, -0.65]], "nbo_charge": [1.5732, -0.4060, -0.5159, -0.3994, -0.2694, 0.0401, -0.2574, -0.2113, -0.2295, -0.2143, -0.5894, 0.2035, 0.2278, 0.2099, 0.2003, 0.2187, 0.2254, 0.2057, 0.2359, 0.2216, 0.2276, 0.2239, 0.2107, -0.7113, 0.7393, -0.7873, -0.5563, -0.2570, 0.2385, -0.2093, -0.1151, -0.2299, 0.0588, -0.5540, 0.2446, 0.2620, 0.2740, 0.4692, 0.2350, 0.2352, 0.2376, 0.2379, 0.2382, 0.2311, -0.4012, -0.3317, -0.0591, -0.0597, -0.4942, 0.2957, -0.2389, 0.2343, 0.2230, 0.2257, 0.2430, 0.2489, 0.4588, -0.7758, -0.1764, 0.1658, 0.1472, 0.3972, -0.5153], "gap_ev": [7.8652, 6.8590], "total_charge": 1, "spin_multiplicity": 3, "s_squared": 2.01, "max_force_ev_per_a": 0.181}

***

{"formula": "C23H28GeN4SSbV", "method": "ωB97M-V/def2-TZVPD", "species": ["V", "C", "C", "C", "C", "C", "C", "N", "Sb", "C", "C", "C", "C", "C", "C", "N", "C", "C", "C", "C", "C", "C", "N", "H", "H", "H", "H", "H", "H", "H", "H", "H", "H", "H", "H", "H", "H", "H", "H", "H", "H", "C", "Ge", "C", "C", "C", "H", "H", "H", "H", "H", "H", "H", "H", "H", "H", "S", "C", "N"], "xyz": [[-0.09, -0.28, -0.65], [2.05, 2.22, -1.40], [2.71, 1.03, -0.81], [4.10, 0.91, -0.73], [4.66, -0.22, -0.17], [3.82, -1.20, 0.35], [2.45, -1.03, 0.29], [1.93, 0.06, -0.31], [1.33, -2.47, 1.49], [0.28, -0.90, 2.46], [0.10, -0.96, 3.83], [-0.49, 0.12, 4.47], [-0.79, 1.23, 3.72], [-0.55, 1.25, 2.34], [-0.80, 2.52, 1.60], [-0.08, 0.16, 1.71], [-0.40, -2.97, 0.30], [-0.81, -4.28, 0.43], [-2.01, -4.67, -0.14], [-2.75, -3.74, -0.85], [-2.28, -2.44, -0.99], [-3.05, -1.44, -1.79], [-1.12, -2.07, -0.41], [2.74, 2.78, -2.04], [1.18, 1.94, -2.00], [1.71, 2.90, -0.61], [4.71, 1.70, -1.13], [5.73, -0.33, -0.12], [4.24, -2.08, 0.82], [0.41, -1.83, 4.39], [-0.68, 0.11, 5.54], [-1.19, 2.13, 4.18], [-0.52, 3.36, 2.23], [-0.23, 2.58, 0.68], [-1.86, 2.65, 1.36], [-0.21, -4.99, 0.98], [-2.36, -5.69, -0.04], [-3.68, -4.01, -1.31], [-3.83, -1.94, -2.36], [-3.52, -0.71, -1.13], [-2.40, -0.90, -2.47], [1.83, 0.29, -4.85], [0.04, -0.12, -4.19], [-1.12, 1.44, -4.21], [-0.74, -1.69, -5.03], [0.37, -0.71, -2.30], [1.82, 0.30, -5.94], [2.55, -0.47, -4.53], [2.16, 1.26, -4.51], [-1.16, 1.82, -5.23], [-0.73, 2.24, -3.59], [-2.14, 1.21, -3.90], [-1.02, -1.45, -6.06], [-1.65, -2.02, -4.52], [-0.03, -2.51, -5.06], [1.13, -1.51, -2.31], [-3.27, 2.89, -1.35], [-2.17, 1.83, -1.13], [-1.31, 1.00, -0.95]], "nbo_charge": [1.1931, -0.6528, 0.2628, -0.2064, -0.1030, -0.2532, -0.0903, -0.4983, 1.1645, -0.0954, -0.2503, -0.1095, -0.2179, 0.2627, -0.6484, -0.5668, -0.1017, -0.2450, -0.0993, -0.2094, 0.2687, -0.6511, -0.5142, 0.2555, 0.2296, 0.2513, 0.2515, 0.2550, 0.2488, 0.2415, 0.2503, 0.2450, 0.2518, 0.2163, 0.2452, 0.2466, 0.2544, 0.2503, 0.2518, 0.2480, 0.2333, -1.0734, 1.5803, -1.0886, -1.0690, -0.6383, 0.2644, 0.2412, 0.2382, 0.2670, 0.2334, 0.2393, 0.2629, 0.2340, 0.2483, 0.2296, 0.2768, 0.2116, -0.7226], "gap_ev": [7.9210, 7.9269], "total_charge": 2, "spin_multiplicity": 1, "max_force_ev_per_a": 0.608}

***

{"formula": "C23H28GeO7P2PdSe2", "method": "ωB97M-V/def2-TZVPD", "species": ["Pd", "O", "P", "O", "O", "O", "P", "O", "O", "O", "H", "H", "C", "Se", "C", "C", "Se", "C", "H", "H", "H", "H", "H", "H", "H", "H", "H", "H", "C", "Ge", "C", "C", "C", "C", "C", "C", "C", "C", "C", "C", "C", "C", "C", "C", "C", "C", "C", "C", "H", "H", "H", "H", "H", "H", "H", "H", "H", "H", "H", "H", "H", "H", "H", "H"], "xyz": [[-0.16, -0.54, 1.54], [-4.63, -1.61, 2.88], [-3.07, -1.23, 2.84], [-2.20, -2.38, 3.21], [-2.91, 0.14, 3.38], [-2.84, -1.05, 1.16], [-2.83, 0.40, 0.51], [-4.19, 1.09, 0.89], [-3.02, 0.13, -1.03], [-1.60, 1.15, 0.83], [-4.75, -2.56, 2.80], [-4.14, 1.37, 1.82], [2.08, 1.02, 3.84], [0.17, 0.73, 3.73], [0.09, -0.86, 4.85], [1.04, -1.97, 4.43], [0.76, -2.62, 2.59], [2.62, -2.59, 2.03], [2.40, 0.92, 4.88], [2.27, 2.03, 3.51], [2.63, 0.32, 3.21], [-0.95, -1.18, 4.81], [0.33, -0.56, 5.87], [0.90, -2.83, 5.08], [2.08, -1.66, 4.48], [2.95, -1.56, 1.85], [2.69, -3.16, 1.11], [3.23, -3.07, 2.79], [1.31, 0.57, 0.46], [0.55, 0.77, -1.30], [-0.25, 2.49, -1.71], [-1.37, 2.65, -2.52], [-1.86, 3.91, -2.82], [-1.23, 5.04, -2.32], [-0.10, 4.90, -1.52], [0.38, 3.64, -1.22], [1.88, 0.39, -2.69], [1.54, 0.48, -4.04], [2.47, 0.20, -5.04], [3.76, -0.17, -4.69], [4.12, -0.26, -3.35], [3.18, 0.02, -2.37], [-0.69, -0.77, -1.32], [-2.14, -0.81, -1.75], [-2.78, -2.16, -1.68], [-2.13, -3.26, -1.23], [-0.78, -3.18, -0.83], [-0.10, -1.94, -0.91], [2.09, 1.19, 0.90], [-1.90, 1.78, -2.90], [-2.74, 4.01, -3.44], [-1.61, 6.03, -2.56], [0.39, 5.78, -1.12], [1.25, 3.54, -0.58], [0.54, 0.78, -4.34], [2.18, 0.27, -6.08], [4.49, -0.39, -5.46], [5.13, -0.54, -3.08], [3.47, -0.05, -1.32], [-2.22, -0.43, -2.77], [-3.82, -2.21, -1.98], [-2.65, -4.21, -1.18], [-0.27, -4.06, -0.47], [0.96, -1.92, -0.68]], "nbo_charge": [0.7093, -0.9927, 2.5216, -1.1647, -1.1757, -1.1229, 2.6133, -0.9757, -0.8173, -1.1159, 0.5040, 0.5403, -0.8197, 0.5301, -0.6003, -0.5684, 0.4616, -0.8042, 0.2260, 0.2412, 0.2192, 0.2848, 0.2289, 0.2401, 0.2189, 0.2285, 0.2348, 0.2255, -0.8492, 1.5235, -0.3446, -0.2229, -0.2164, -0.1985, -0.2127, -0.2255, -0.3530, -0.2202, -0.2181, -0.2006, -0.2187, -0.2397, -0.3915, -0.0100, -0.1586, -0.1831, -0.1717, -0.2810, 0.1464, 0.2004, 0.2121, 0.2104, 0.2113, 0.2081, 0.2058, 0.2117, 0.2102, 0.2099, 0.2107, 0.2179, 0.2159, 0.2127, 0.2105, 0.2281], "gap_ev": [7.5829, 7.7989], "total_charge": 0, "spin_multiplicity": 5, "s_squared": 6.06, "max_force_ev_per_a": 0.562}

***

{"formula": "C23H28N2O3S", "method": "ωB97M-V/def2-TZVPD", "species": ["C", "C", "C", "C", "C", "C", "C", "O", "N", "C", "C", "C", "C", "C", "C", "C", "C", "N", "C", "C", "C", "C", "C", "C", "S", "C", "C", "O", "O", "H", "H", "H", "H", "H", "H", "H", "H", "H", "H", "H", "H", "H", "H", "H", "H", "H", "H", "H", "H", "H", "H", "H", "H", "H", "H", "H", "H"], "xyz": [[-5.89, 2.21, -1.37], [-5.81, 1.49, -0.02], [-4.51, 0.67, 0.15], [-4.44, 0.08, 1.58], [-5.53, -0.93, 1.91], [-4.43, -0.42, -0.94], [-3.54, -1.62, -0.60], [-4.00, -2.71, -0.33], [-2.22, -1.33, -0.67], [-1.12, -2.15, -0.44], [-1.22, -3.53, -0.26], [-0.07, -4.27, -0.05], [1.17, -3.67, -0.02], [1.29, -2.29, -0.19], [2.56, -1.60, -0.13], [3.77, -2.17, -0.07], [4.97, -1.40, 0.04], [5.05, -0.11, 0.14], [6.32, 0.33, 0.28], [6.61, 1.79, 0.39], [6.87, 2.53, -0.94], [5.89, 3.62, -0.51], [5.42, 2.73, 0.64], [7.26, -0.66, 0.29], [6.54, -2.20, 0.11], [0.13, -1.55, -0.39], [-3.34, 1.62, 0.04], [-2.37, 1.47, -0.67], [-3.44, 2.66, 0.86], [-6.80, 2.80, -1.41], [-5.05, 2.89, -1.50], [-5.90, 1.50, -2.19], [-6.66, 0.83, 0.08], [-5.85, 2.23, 0.78], [-4.50, 0.91, 2.29], [-3.47, -0.41, 1.71], [-6.52, -0.50, 1.84], [-5.39, -1.28, 2.94], [-5.47, -1.80, 1.26], [-5.43, -0.82, -1.12], [-4.06, 0.03, -1.86], [-1.99, -0.35, -0.87], [-2.19, -4.00, -0.27], [-0.16, -5.34, 0.08], [2.05, -4.27, 0.16], [2.51, -0.52, -0.14], [3.91, -3.24, -0.09], [7.43, 1.94, 1.10], [6.53, 1.96, -1.80], [7.90, 2.84, -1.11], [5.13, 3.89, -1.24], [6.39, 4.53, -0.17], [4.47, 2.23, 0.45], [5.38, 3.19, 1.63], [8.32, -0.57, 0.39], [0.21, -0.48, -0.53], [-2.66, 3.23, 0.77]], "nbo_charge": [-0.6113, -0.3913, -0.1346, -0.3917, -0.6226, -0.5110, 0.7000, -0.6202, -0.6300, 0.1452, -0.2362, -0.1897, -0.2031, -0.0905, -0.1270, -0.2441, 0.0572, -0.4552, 0.1487, -0.2474, -0.3838, -0.4012, -0.3932, -0.4478, 0.3870, -0.1730, 0.8318, -0.6359, -0.6801, 0.2194, 0.2016, 0.2075, 0.2124, 0.2192, 0.2175, 0.2114, 0.1990, 0.2176, 0.2360, 0.2408, 0.2407, 0.4327, 0.2529, 0.2141, 0.2050, 0.2186, 0.2087, 0.2132, 0.2073, 0.2031, 0.2026, 0.1986, 0.2265, 0.2024, 0.2356, 0.2031, 0.5035], "gap_ev": 7.7367, "smiles": "CCC(CC)(CC(=O)Nc1cccc(/C=C/c2nc(C3CCC3)cs2)c1)C(=O)O", "total_charge": 0, "spin_multiplicity": 1, "max_force_ev_per_a": 1.456}

***

- What is the formula in the third record?
  C23H28GeO7P2PdSe2